# C25H51NO14S

4 unconnected molecules or ions with the total composition C25H51NO14S (ωB97M-V/def2-TZVPD, OMol25).

Cartesian coordinates (Å):
C: -1.08 -0.54 -2.66
C: -1.64 -1.77 -3.12
C: -2.43 -3.22 -3.42
O: -3.12 -3.63 -2.18
S: -4.71 -4.19 -2.50
O: -4.98 -5.24 -1.36
O: -5.88 -2.97 -2.23
N: -6.01 -2.35 -3.42
C: -7.46 -2.17 -3.83
C: -8.74 -2.00 -2.81
O: -7.71 -2.16 -5.17
C: -5.23 -1.06 -3.46
C: -5.12 0.04 -2.24
O: -4.53 -0.81 -4.59
H: -0.80 0.36 -1.93
H: -3.17 -3.06 -4.31
H: -1.60 -4.02 -3.74
H: -9.41 -1.11 -3.24
H: -8.46 -1.69 -1.71
H: -9.39 -2.99 -2.88
H: -5.55 1.09 -2.58
H: -3.99 0.21 -1.96
H: -5.66 -0.39 -1.30
C: 4.12 0.16 2.85
O: 4.11 -0.53 1.61
C: 2.80 -0.93 1.21
C: 2.74 -1.14 -0.30
O: 2.64 0.09 -1.04
C: 3.84 0.87 -1.11
C: 4.90 0.27 -2.04
O: 5.61 -0.78 -1.38
C: 6.22 -1.67 -2.29
H: 3.74 -0.48 3.65
H: 5.15 0.44 3.08
H: 3.52 1.08 2.77
H: 2.07 -0.16 1.50
H: 2.57 -1.86 1.73
H: 1.83 -1.69 -0.53
H: 3.58 -1.75 -0.66
H: 4.24 1.07 -0.11
H: 3.53 1.83 -1.53
H: 5.62 1.04 -2.32
H: 4.41 -0.11 -2.94
H: 5.47 -2.15 -2.92
H: 6.74 -2.44 -1.72
H: 6.95 -1.14 -2.91
C: 7.54 -2.44 1.71
O: 7.84 -2.45 3.10
C: 6.66 -2.51 3.91
C: 7.00 -3.08 5.29
O: 7.11 -4.51 5.29
C: 8.30 -5.04 4.70
C: 9.55 -4.82 5.55
O: 10.05 -3.49 5.39
C: 10.86 -3.08 6.48
H: 6.95 -1.55 1.46
H: 8.48 -2.41 1.16
H: 7.00 -3.35 1.43
H: 5.90 -3.13 3.43
H: 6.29 -1.49 4.01
H: 6.16 -2.85 5.96
H: 7.88 -2.61 5.73
H: 8.44 -4.66 3.68
H: 8.13 -6.11 4.61
H: 10.34 -5.51 5.23
H: 9.31 -5.01 6.61
H: 10.28 -3.09 7.41
H: 11.20 -2.06 6.29
H: 11.73 -3.73 6.57
C: -7.40 5.72 -4.57
O: -7.87 5.59 -3.24
C: -7.86 4.24 -2.78
C: -7.82 4.19 -1.26
O: -6.50 4.42 -0.72
C: -6.04 5.78 -0.78
C: -6.73 6.69 0.24
O: -8.01 7.10 -0.25
C: -8.88 7.52 0.79
H: -8.04 5.16 -5.26
H: -7.42 6.78 -4.85
H: -6.36 5.37 -4.64
H: -6.99 3.70 -3.19
H: -8.78 3.77 -3.14
H: -8.08 3.18 -0.94
H: -8.55 4.87 -0.80
H: -6.10 6.18 -1.79
H: -4.98 5.73 -0.52
H: -6.13 7.60 0.38
H: -6.84 6.16 1.19
H: -9.06 6.69 1.49
H: -9.83 7.81 0.35
H: -8.45 8.37 1.32

Summary:
Gap between HOMO and LUMO, eV: 8.36
Calculated total energy, eV: -67724.8021

---

# C25H51NO4Yb

A molecular structure, C25H51NO4Yb (ωB97M-V/def2-TZVPD, OMol25).

Cartesian coordinates (Å):
C: 1.16 -0.84 1.45
C: 1.27 -0.73 -0.07
N: 1.94 0.46 -0.62
C: 1.42 1.82 -0.33
C: -0.09 1.81 -0.30
C: -0.84 3.13 -0.57
C: -2.22 2.83 -1.16
C: -3.24 2.35 -0.11
C: -4.04 1.11 -0.52
C: -3.46 -0.23 -0.06
C: -3.84 -1.35 -1.02
C: -3.32 -2.73 -0.67
C: -1.79 -2.93 -0.76
C: -1.45 -4.35 -1.24
C: -0.37 -5.11 -0.44
C: 0.98 -5.16 -1.14
O: 2.03 -5.17 -0.17
C: 3.31 -4.92 -0.65
O: 2.04 2.16 0.95
C: 1.56 3.32 1.56
O: 1.53 4.33 0.93
C: 1.16 3.23 2.98
C: 1.51 1.97 3.78
C: 0.31 1.14 4.22
O: -0.70 1.17 3.22
C: -1.89 0.49 3.61
C: 2.03 2.72 -1.43
C: 3.54 2.82 -1.32
C: 1.58 2.25 -2.83
C: 2.55 1.37 -3.62
H: 0.30 -0.29 1.83
H: 2.08 -0.49 1.92
H: 1.04 -1.89 1.72
H: 0.30 -0.91 -0.54
H: 1.86 -1.61 -0.40
H: 2.86 0.48 -0.19
H: -0.40 1.45 0.69
H: -0.45 1.06 -1.01
H: -0.31 3.79 -1.25
H: -1.01 3.62 0.38
H: -2.14 2.10 -1.97
H: -2.57 3.75 -1.62
H: -3.97 3.15 0.04
H: -2.75 2.19 0.85
H: -4.18 1.10 -1.60
H: -5.04 1.21 -0.10
H: -2.38 -0.16 0.10
H: -3.91 -0.47 0.91
H: -3.57 -1.09 -2.05
H: -4.93 -1.40 -1.01
H: -3.68 -3.00 0.32
H: -3.75 -3.41 -1.42
H: -1.32 -2.73 0.20
H: -1.44 -2.20 -1.50
H: -2.36 -4.94 -1.18
H: -1.16 -4.34 -2.29
H: -0.25 -4.71 0.57
H: -0.71 -6.14 -0.32
H: 1.11 -4.31 -1.82
H: 1.04 -6.08 -1.71
H: 3.84 -4.27 0.06
H: 3.90 -5.83 -0.75
H: 3.30 -4.44 -1.63
H: 1.67 4.08 3.44
H: 0.10 3.47 3.03
H: 2.24 1.35 3.26
H: 2.00 2.30 4.70
H: -0.08 1.51 5.17
H: 0.62 0.10 4.39
H: -2.75 1.07 3.28
H: -1.94 0.39 4.70
H: -1.94 -0.49 3.14
H: 1.67 3.73 -1.29
H: 4.05 1.84 -1.34
H: 3.92 3.34 -2.19
H: 3.83 3.36 -0.42
H: 0.60 1.78 -2.78
H: 1.44 3.15 -3.43
H: 3.13 0.69 -2.99
H: 3.24 1.98 -4.20
H: 2.01 0.76 -4.35
Yb: 4.23 -0.59 -0.99

Summary:
Total charge: +2
Gap between HOMO and LUMO, eV: 5.38
Calculated total energy, eV: -67943.3330